{"formula": "C38H114N15O9P5S4", "method": "wB97M-V/def2-TZVPD", "total_charge": 0, "spin_multiplicity": 1, "e_tot_ev": -171816.0119, "molar_mass_g_mol": 1208.56, "elements": ["O", "P", "N", "C", "C", "N", "C", "C", "N", "C", "C", "H", "H", "H", "H", "H", "H", "H", "H", "H", "H", "H", "H", "H", "H", "H", "H", "H", "H", "O", "P", "N", "C", "C", "N", "C", "C", "N", "C", "C", "H", "H", "H", "H", "H", "H", "H", "H", "H", "H", "H", "H", "H", "H", "H", "H", "H", "H", "O", "P", "N", "C", "C", "N", "C", "C", "N", "C", "C", "H", "H", "H", "H", "H", "H", "H", "H", "H", "H", "H", "H", "H", "H", "H", "H", "H", "H", "O", "P", "N", "C", "C", "N", "C", "C", "N", "C", "C", "H", "H", "H", "H", "H", "H", "H", "H", "H", "H", "H", "H", "H", "H", "H", "H", "H", "H", "O", "P", "N", "C", "C", "N", "C", "C", "N", "C", "C", "H", "H", "H", "H", "H", "H", "H", "H", "H", "H", "H", "H", "H", "H", "H", "H", "H", "H", "C", "S", "O", "C", "H", "H", "H", "H", "H", "H", "C", "S", "O", "C", "H", "H", "H", "H", "H", "H", "C", "S", "O", "C", "H", "H", "H", "H", "H", "H", "C", "S", "O", "C", "H", "H", "H", "H", "H", "H"], "positions_angstrom": [[-13.648, -4.674, 18.765], [-14.828, -4.438, 17.839], [-14.707, -5.362, 16.443], [-15.317, -4.951, 15.159], [-14.029, -6.643, 16.257], [-15.117, -2.802, 17.453], [-14.092, -2.064, 16.700], [-16.124, -1.944, 18.114], [-16.281, -4.955, 18.626], [-16.430, -4.851, 20.103], [-17.549, -5.153, 17.986], [-16.160, -5.614, 14.968], [-14.570, -4.997, 14.367], [-15.742, -3.948, 15.207], [-14.549, -7.474, 16.733], [-13.067, -6.639, 16.769], [-13.969, -6.802, 15.180], [-13.843, -1.121, 17.186], [-13.233, -2.688, 16.454], [-14.465, -1.877, 15.692], [-15.834, -1.086, 18.721], [-16.819, -1.539, 17.378], [-16.703, -2.474, 18.870], [-16.843, -5.681, 20.677], [-15.408, -4.729, 20.460], [-16.998, -4.012, 20.504], [-18.306, -5.317, 18.753], [-17.648, -5.966, 17.266], [-17.859, -4.185, 17.595], [-28.249, 7.204, 5.813], [-27.173, 8.132, 6.282], [-27.557, 8.783, 7.874], [-28.948, 8.922, 8.409], [-26.523, 9.580, 8.620], [-26.911, 9.510, 5.363], [-28.020, 10.093, 4.591], [-25.834, 10.547, 5.811], [-25.651, 7.393, 6.392], [-24.822, 7.163, 5.211], [-25.378, 6.453, 7.526], [-28.942, 9.040, 9.493], [-29.579, 8.104, 8.059], [-29.378, 9.821, 7.970], [-26.756, 10.645, 8.643], [-25.542, 9.241, 8.289], [-26.486, 9.327, 9.680], [-27.868, 9.782, 3.557], [-29.010, 9.717, 4.848], [-27.983, 11.181, 4.559], [-24.983, 9.952, 6.141], [-25.717, 11.089, 4.872], [-26.283, 11.244, 6.518], [-24.699, 8.064, 4.610], [-23.854, 6.882, 5.623], [-25.268, 6.376, 4.602], [-25.753, 6.794, 8.491], [-24.307, 6.295, 7.651], [-25.899, 5.509, 7.369], [-28.887, 0.517, 17.931], [-27.408, 0.776, 17.865], [-26.537, 0.406, 19.314], [-27.178, 0.509, 20.632], [-25.020, 0.393, 19.378], [-26.965, 2.433, 17.750], [-27.993, 3.476, 17.913], [-25.670, 2.833, 17.412], [-26.456, -0.187, 16.745], [-26.307, 0.384, 15.417], [-26.783, -1.528, 16.734], [-26.754, -0.076, 21.448], [-28.169, 0.068, 20.525], [-27.293, 1.548, 20.942], [-24.500, -0.246, 20.091], [-24.794, 1.433, 19.615], [-24.635, 0.124, 18.394], [-27.508, 4.450, 17.862], [-28.783, 3.355, 17.171], [-28.465, 3.311, 18.881], [-24.912, 2.092, 17.156], [-25.748, 3.576, 16.619], [-25.303, 3.377, 18.282], [-25.540, -0.067, 14.789], [-27.267, 0.258, 14.915], [-26.030, 1.432, 15.530], [-26.994, -1.728, 17.785], [-26.015, -2.205, 16.360], [-27.606, -1.606, 16.024], [-17.973, 4.740, 8.710], [-17.420, 5.536, 9.876], [-15.664, 5.699, 9.978], [-14.872, 5.703, 8.752], [-14.873, 6.122, 11.169], [-17.813, 4.891, 11.460], [-19.039, 5.279, 12.168], [-17.206, 3.609, 11.870], [-17.877, 7.190, 9.837], [-17.609, 8.187, 10.911], [-18.346, 7.813, 8.618], [-13.889, 6.162, 8.849], [-15.414, 6.258, 7.985], [-14.652, 4.734, 8.303], [-14.790, 7.207, 11.234], [-13.861, 5.742, 11.031], [-15.317, 5.770, 12.099], [-19.214, 6.351, 12.083], [-19.893, 4.772, 11.718], [-18.908, 4.944, 13.198], [-17.885, 2.770, 11.719], [-16.355, 3.323, 11.254], [-16.828, 3.558, 12.891], [-16.753, 8.818, 10.673], [-18.519, 8.675, 11.261], [-17.408, 7.568, 11.785], [-18.564, 8.875, 8.732], [-19.229, 7.260, 8.298], [-17.606, 7.676, 7.830], [-12.500, 10.648, 19.481], [-13.894, 11.111, 19.611], [-15.012, 9.939, 19.003], [-14.538, 8.612, 18.587], [-16.425, 10.171, 18.821], [-14.234, 12.477, 18.664], [-13.419, 12.712, 17.484], [-15.488, 13.202, 18.782], [-14.446, 11.395, 21.264], [-13.864, 12.569, 21.986], [-14.781, 10.261, 22.167], [-14.945, 8.384, 17.602], [-14.844, 7.833, 19.286], [-13.454, 8.582, 18.470], [-16.732, 10.760, 17.957], [-16.926, 10.677, 19.647], [-16.914, 9.208, 18.675], [-12.446, 12.225, 17.556], [-13.895, 12.431, 16.545], [-13.260, 13.787, 17.399], [-15.364, 14.284, 18.769], [-16.038, 13.004, 17.862], [-16.131, 12.946, 19.624], [-14.020, 12.498, 23.062], [-12.834, 12.684, 21.646], [-14.389, 13.477, 21.692], [-15.190, 10.608, 23.116], [-13.955, 9.578, 22.368], [-15.552, 9.687, 21.653], [-20.865, -1.623, 8.209], [-19.889, -3.063, 7.632], [-19.795, -4.123, 8.754], [-18.314, -2.226, 7.589], [-21.953, -1.678, 8.184], [-20.512, -0.699, 7.750], [-20.677, -1.586, 9.282], [-18.058, -1.980, 8.619], [-18.296, -1.304, 7.008], [-17.467, -2.860, 7.327], [-20.356, 18.056, 13.908], [-20.568, 16.338, 13.369], [-22.100, 15.968, 13.499], [-20.501, 16.786, 11.550], [-19.301, 18.210, 13.681], [-20.685, 18.127, 14.945], [-20.956, 18.739, 13.308], [-20.589, 15.949, 10.857], [-19.486, 17.172, 11.453], [-21.160, 17.614, 11.289], [-11.291, 12.609, 7.328], [-12.884, 13.445, 6.891], [-13.755, 13.654, 8.148], [-12.346, 15.116, 6.457], [-10.704, 13.116, 8.094], [-10.765, 12.494, 6.380], [-11.611, 11.627, 7.674], [-11.864, 15.029, 5.483], [-11.602, 15.500, 7.155], [-13.204, 15.786, 6.394], [-9.891, 5.410, 2.198], [-9.377, 7.200, 2.387], [-10.512, 7.965, 3.010], [-8.261, 6.813, 3.807], [-10.258, 5.047, 3.158], [-9.007, 4.853, 1.887], [-10.767, 5.240, 1.572], [-7.940, 7.758, 4.246], [-7.285, 6.422, 3.521], [-8.852, 6.178, 4.466]], "forces_ev_per_angstrom": [[-1.815, 0.350, -1.640], [0.531, -0.894, 2.565], [-0.557, 1.689, -0.932], [-0.486, 0.168, 0.994], [0.176, 0.159, 1.333], [0.317, -0.280, 0.431], [-0.642, -0.686, -0.721], [-0.676, -0.744, -0.025], [0.608, -0.395, 1.265], [1.873, 0.436, -0.058], [-0.764, 0.996, -0.025], [0.039, -0.148, -0.478], [-0.126, 0.006, -0.087], [0.201, 0.058, 0.118], [-0.448, -0.075, -0.200], [0.253, 0.158, -0.401], [0.367, -0.229, 0.268], [0.254, -0.212, 0.029], [0.275, 0.025, 0.781], [-0.346, 0.597, -0.127], [1.281, 0.079, -0.333], [-0.122, -0.062, -0.165], [-0.054, -0.559, -0.435], [-0.055, -0.735, -0.874], [-0.017, 0.047, 0.289], [-0.221, 0.572, -0.615], [0.105, -0.378, 0.089], [0.398, 0.120, -0.177], [-0.351, -0.062, -0.873], [0.726, 1.395, 0.263], [-0.944, 0.088, 1.558], [1.041, -0.701, 0.294], [1.020, 0.164, -1.487], [-1.095, -1.415, -0.063], [1.017, 0.542, 0.688], [0.539, -0.701, -0.868], [-2.507, -1.671, -1.619], [-0.363, 1.013, 1.617], [-0.373, 0.038, 0.585], [-0.749, 0.307, -0.533], [0.093, -0.318, -0.038], [0.217, -0.179, 0.286], [-0.249, 0.304, 0.186], [0.477, 0.193, -0.592], [0.028, 0.804, -0.413], [-0.493, -0.447, 0.256], [-0.169, 0.054, -0.280], [0.109, 0.142, 0.438], [-0.088, -0.011, 0.514], [0.071, 0.646, 0.053], [0.871, 0.082, 0.181], [0.388, -0.214, 0.332], [-0.152, 0.000, 0.061], [0.130, -0.191, -0.503], [0.330, -0.161, -0.222], [-0.115, 0.524, -0.216], [-0.004, 0.001, -0.287], [0.248, -0.290, -0.187], [2.051, 0.584, -0.041], [1.353, 0.033, 1.573], [0.846, -2.223, 0.396], [-1.061, -0.124, -0.976], [-1.557, 1.135, -0.943], [-2.596, -2.811, -1.002], [0.134, -1.125, 0.063], [1.259, 1.877, 0.344], [1.051, 4.432, 0.568], [-0.380, 0.543, 0.205], [-0.903, -1.608, 0.242], [0.738, 0.033, -0.354], [-0.268, 0.314, 0.024], [0.071, 0.164, 0.256], [-0.870, -0.300, 0.347], [0.811, 0.011, 0.014], [-0.035, 0.209, 0.037], [-0.180, -0.043, -0.004], [0.071, 0.332, -0.170], [-0.045, 0.434, 0.104], [-0.541, -0.260, 0.044], [0.431, 0.021, -0.440], [0.717, 0.234, 0.055], [0.137, -0.433, 0.375], [-0.090, 0.332, -0.562], [-0.341, -0.052, -0.417], [-0.524, -1.010, -0.252], [0.479, 0.221, 0.147], [-0.754, -0.921, 0.365], [1.362, 1.697, 1.795], [0.962, 0.217, 0.657], [-0.549, -1.104, 0.502], [-0.600, 0.133, -0.788], [-0.897, -0.218, -0.762], [1.305, 1.048, -1.252], [0.499, -0.541, -0.820], [-0.100, -0.171, -0.875], [-0.529, 0.120, 1.308], [0.039, -2.586, 0.340], [-0.227, -1.287, -0.817], [-0.207, 0.332, 0.462], [0.127, 0.124, -0.224], [-0.303, -0.433, 0.291], [-0.051, 0.221, -0.030], [-0.073, -0.205, 0.302], [0.070, -0.154, -0.099], [0.086, -0.078, 0.243], [-0.294, -0.101, 0.200], [-0.252, 0.309, 0.096], [-0.411, 0.004, 0.171], [0.067, 0.532, -0.250], [-0.292, 0.534, 0.247], [-0.278, 0.278, 0.097], [-0.033, 0.620, -0.737], [0.747, 0.198, 0.235], [0.018, -0.182, 0.248], [-0.231, 0.367, -0.301], [0.038, 0.323, -0.244], [-0.218, 0.165, -0.074], [-2.048, -0.760, 0.447], [1.468, 0.358, 0.681], [0.024, 0.465, -0.129], [-0.565, -0.097, -0.007], [0.429, -0.722, 2.211], [-0.030, 0.658, 0.090], [-0.110, 0.169, -1.170], [0.243, 0.481, -0.626], [-0.424, -0.233, -1.453], [-0.189, -0.003, -1.451], [-0.149, -0.091, -0.064], [-0.051, -0.127, 0.083], [-0.061, 0.213, 0.283], [0.504, 0.145, -0.437], [0.247, -0.134, 0.429], [-0.049, -0.075, 0.225], [-0.219, -0.055, 0.174], [-0.288, -0.400, -0.025], [0.212, 0.173, 0.033], [0.412, 0.166, 0.288], [-0.507, -0.051, -0.057], [0.479, -0.287, 0.076], [0.457, -0.354, -0.130], [0.268, 0.118, 0.724], [-0.090, 0.108, -0.162], [0.046, 0.255, -0.183], [0.283, 0.113, 0.037], [-0.075, -0.196, 0.181], [0.368, 0.050, 1.150], [-0.555, -1.877, 0.701], [-0.184, 2.181, -1.627], [0.938, 0.510, 1.069], [0.128, -0.569, -0.777], [-0.035, -0.154, -0.120], [0.416, 0.174, 0.123], [-0.289, 0.293, 0.244], [-0.255, -0.202, -0.181], [-0.526, -0.390, -0.580], [-0.195, -0.424, -0.487], [-4.731, -0.225, -1.857], [3.337, 0.630, 0.404], [1.462, 0.228, 0.740], [0.089, 0.447, 0.644], [0.542, -0.029, 0.012], [-0.087, -0.197, -0.041], [-0.269, -0.144, 0.510], [0.223, 0.040, -0.320], [-0.365, -0.330, 0.393], [-0.843, 0.474, -0.214], [-1.470, 0.478, 1.958], [1.586, -0.592, -1.667], [0.906, -0.347, -0.226], [-0.126, 0.113, -0.116], [0.171, 0.042, 0.097], [0.054, 0.062, 0.023], [-0.043, 0.144, -0.148], [-0.195, -0.028, 0.199], [-0.050, -0.356, 0.091], [-0.247, 0.501, 0.592], [-0.586, -0.620, 0.823], [0.687, -0.638, -0.486], [0.154, 0.533, -0.547], [0.410, 0.140, 0.331], [-0.151, -0.030, -0.132], [0.407, 0.525, -0.623], [-0.745, 0.173, 0.213], [-0.329, -0.743, -0.367], [0.403, 0.166, 0.204]], "mulliken_charge": [-0.8737, 0.4761, 0.2419, -1.1377, -0.9823, 0.3653, -1.0662, -0.9573, 0.0648, -1.0568, -1.0077, 0.3501, 0.4081, 0.3457, 0.2947, 0.3209, 0.3664, 0.3226, 0.3127, 0.3411, 0.3193, 0.3666, 0.1703, 0.3478, 0.3257, 0.3855, 0.4066, 0.2283, 0.3211, -0.8694, 0.3816, 0.2419, -0.9615, -1.1952, 0.2007, -1.0867, -1.1274, 0.3030, -1.0213, -1.0187, 0.2962, 0.2798, 0.3369, 0.3485, 0.3824, 0.3685, 0.3448, 0.3476, 0.3706, 0.3388, 0.5078, 0.2489, 0.3001, 0.3767, 0.2927, 0.3237, 0.3667, 0.3226, -0.8452, 0.4115, 0.2615, -1.0055, -0.8695, 0.2597, -1.1067, -1.4228, 0.1957, -1.0393, -1.0170, 0.3209, 0.3260, 0.2981, 0.3378, 0.3005, 0.2345, 0.4698, 0.2896, 0.2843, 0.4639, 0.4754, 0.4090, 0.3123, 0.3952, 0.2795, 0.3466, 0.2984, 0.3359, -0.8488, 0.4079, 0.1995, -1.0037, -0.9974, 0.2655, -1.0090, -1.1544, 0.2450, -1.2070, -1.0070, 0.4268, 0.2374, 0.2814, 0.2451, 0.4642, 0.2974, 0.3046, 0.2944, 0.3398, 0.3889, 0.3418, 0.3593, 0.3095, 0.4075, 0.4437, 0.4167, 0.3083, 0.2426, -0.8569, 0.4538, 0.2214, -1.1001, -1.0792, 0.2692, -1.0424, -1.1353, 0.1852, -0.9700, -0.9858, 0.4282, 0.3049, 0.3155, 0.2464, 0.3540, 0.4468, 0.3071, 0.3133, 0.3493, 0.3164, 0.3832, 0.3171, 0.4148, 0.3127, 0.2455, 0.4069, 0.2956, 0.2825, -0.8606, 0.4881, -0.6157, -0.9120, 0.3230, 0.2945, 0.3027, 0.3117, 0.3507, 0.3180, -0.8423, 0.4668, -0.6196, -0.8948, 0.3437, 0.3120, 0.2772, 0.3153, 0.3356, 0.3061, -0.8624, 0.4929, -0.6291, -0.8728, 0.3087, 0.3397, 0.2903, 0.3314, 0.2915, 0.3097, -0.9309, 0.4901, -0.5924, -0.8905, 0.2975, 0.3378, 0.3364, 0.3162, 0.3552, 0.2806]}